# 1
{
  "formula": "C2H10N3OPS",
  "method": "ωB97M-V with the def2-TZVPD basis set",
  "symbols": ["S", "P", "O", "N", "N", "N", "C", "C", "H", "H", "H", "H", "H", "H", "H", "H", "H", "H"],
  "coordinates": [[-3.0312, -0.3515, -0.7146], [-1.2164, 0.3809, -0.3070], [-1.0424, 1.4806, -1.4790], [0.3867, 1.3922, 1.3248], [0.1559, -0.9653, -0.6913], [-1.0038, 1.1775, 1.1797], [1.3303, -0.3586, -1.3034], [0.4056, -1.7331, 0.4648], [1.4562, -1.9033, 0.6348], [-0.1093, -2.7298, 0.3300], [1.9010, -1.1188, -1.8190], [-1.4736, 0.8979, 2.0371], [-0.1068, -1.2532, 1.2978], [1.8193, 0.1186, -0.5292], [0.9446, 0.3763, -2.0194], [0.8841, 0.6580, 1.7632], [-1.9442, 1.6025, -1.9214], [0.6441, 2.3291, 1.7521]],
  "atomic_forces_ev_per_a": [[1.146, 0.178, 1.234], [-1.021, -2.391, -2.278], [-0.249, 0.339, -0.039], [0.549, 2.788, 0.082], [-2.899, 3.685, -0.756], [0.927, -0.609, -0.391], [-1.965, -0.283, -1.207], [-1.572, -1.847, 0.484], [0.423, 0.091, 0.295], [0.677, 0.739, 0.393], [0.296, -0.143, -0.030], [-0.308, -0.230, -0.527], [0.404, -0.346, 0.719], [1.967, 1.196, 1.164], [0.542, -0.166, 0.001], [0.276, -0.805, 0.659], [1.605, -0.496, 1.000], [-0.798, -1.697, -0.801]],
  "lowdin_charge": [0.16, 0.33, -0.29, -0.07, -0.30, -0.23, -0.14, -0.20, 0.08, 0.10, 0.09, 0.10, 0.05, 0.03, 0.07, 0.05, 0.07, 0.12],
  "smiles": "CN(C)[P@@](O)(=S)NN",
  "e_lumo_ev": 0.57
}

***

# 2
{
  "formula": "C2H10N3PdS",
  "method": "ωB97M-V with the def2-TZVPD basis set",
  "symbols": ["Pd", "S", "N", "N", "N", "C", "C", "H", "H", "H", "H", "H", "H", "H", "H", "H", "H"],
  "coordinates": [[-0.2142, 0.8321, -0.3562], [-1.2155, 1.0185, 2.0569], [-0.9665, -1.6860, 2.8736], [1.4256, 0.0767, 1.0652], [1.0237, -0.4798, -1.5880], [-1.0968, -0.5607, 2.5219], [-1.9386, 0.2211, -1.0238], [0.5591, -0.6847, -2.4848], [-1.6603, 0.5100, -2.1024], [2.3924, 0.1026, 0.6984], [1.4289, 0.6299, 1.9306], [0.6613, 2.2215, -0.5636], [1.2598, -0.8870, 1.3810], [-2.1299, -0.8649, -0.9061], [1.8976, -0.0236, -1.7872], [-2.6344, 0.9754, -0.5591], [1.2078, -1.4010, -1.1564]],
  "atomic_forces_ev_per_a": [[3.620, 0.365, 1.099], [-0.539, -0.143, 1.032], [-0.157, 1.866, -0.696], [0.612, -0.324, 0.849], [-0.248, -1.217, -0.999], [0.005, -1.288, 0.502], [-3.068, 0.079, -1.790], [0.398, 0.185, 0.412], [-0.514, -0.366, 1.274], [-0.724, 0.146, 0.176], [0.247, -0.145, -0.407], [-0.144, 0.307, -0.135], [0.047, 0.288, -0.159], [-0.146, 0.834, 0.036], [0.414, 0.010, -0.235], [0.239, -1.307, -0.675], [-0.044, 0.711, -0.284]],
  "lowdin_charge": [0.59, 0.80, 0.16, -0.04, -0.02, -0.74, -0.26, 0.08, 0.04, 0.08, 0.04, 0.02, 0.05, 0.03, 0.05, 0.01, 0.08],
  "total_charge": 1,
  "s_squared": 6.03,
  "multiplicity": 5,
  "e_lumo_ev": [-3.18, -7.67]
}

***

# 3
{
  "formula": "C2H10N4",
  "method": "ωB97M-V with the def2-TZVPD basis set",
  "symbols": ["N", "N", "N", "N", "C", "C", "H", "H", "H", "H", "H", "H", "H", "H", "H", "H"],
  "coordinates": [[-0.5399, 1.7475, 1.1746], [-1.0795, -1.6756, 0.2958], [1.5848, 0.9451, 0.4426], [-0.1521, -1.3231, -1.7691], [0.7307, 2.0792, 0.5250], [-0.6611, -2.1155, -0.8998], [0.4792, 2.4801, -0.4637], [-0.7631, -3.1981, -1.0383], [-1.1824, -2.2582, 1.1052], [1.3451, 0.2111, -0.2036], [-1.1067, -0.6656, 0.3523], [-0.4338, -1.7083, -2.6724], [-0.4531, 1.4053, 2.1257], [1.2382, 2.9018, 1.0109], [2.5724, 1.0506, 0.5751], [-1.0015, 2.6492, 1.2643]],
  "atomic_forces_ev_per_a": [[-0.431, 0.506, -0.155], [0.164, 0.515, 0.077], [0.181, -0.663, 0.600], [-1.332, 0.153, -0.305], [0.055, -0.183, -0.489], [0.303, -0.495, 0.120], [-0.268, -0.098, -0.075], [-0.308, 0.020, -0.180], [-0.006, 0.025, -0.035], [-0.157, 0.178, -0.276], [0.097, 0.069, 0.603], [1.169, -0.105, -0.187], [0.574, -0.046, -0.047], [0.482, 0.086, 0.442], [-0.024, 0.274, -0.066], [-0.501, -0.234, -0.029]],
  "lowdin_charge": [-0.02, 0.09, 0.01, 0.03, -0.40, -0.42, 0.10, 0.11, 0.09, 0.03, 0.07, 0.03, 0.06, 0.10, 0.06, 0.06],
  "smiles": "[H]/N=C/N.NCN",
  "e_lumo_ev": 1.15
}

***

# 4
{
  "formula": "C2H10N4",
  "method": "ωB97M-V with the def2-TZVPD basis set",
  "symbols": ["N", "N", "N", "N", "C", "C", "H", "H", "H", "H", "H", "H", "H", "H", "H", "H"],
  "coordinates": [[0.1823, -4.2867, -1.0549], [-0.5654, 3.5877, -0.4242], [-0.2989, 1.7774, 1.2337], [1.2328, -2.3829, -0.2995], [-0.6550, 2.1923, -0.1093], [0.4938, -3.5493, -0.0753], [-0.8986, 2.1764, 1.9409], [-0.0018, 1.5905, -0.7568], [0.6656, 1.8294, 1.5125], [-1.5714, 1.7334, -0.4509], [-0.4171, -5.0498, -0.7501], [1.4544, -2.3411, -1.2897], [0.4733, -3.8749, 0.9656], [-1.2140, 4.1476, 0.1055], [0.3607, 3.9709, -0.4910], [0.7594, -1.5209, -0.0567]],
  "atomic_forces_ev_per_a": [[-0.910, 0.206, -0.009], [-0.726, -0.202, -0.706], [-1.030, -0.593, 0.306], [0.195, 0.107, -0.338], [1.739, -0.912, -0.300], [0.952, -0.171, -0.336], [0.121, 0.029, 0.075], [0.466, 0.636, -0.083], [0.122, 0.303, -0.281], [-0.953, 0.459, 0.621], [0.538, -0.384, 0.069], [-0.088, 0.034, 0.002], [-0.747, 0.360, 0.164], [0.238, 0.208, 0.038], [0.040, 0.036, 0.306], [0.040, -0.115, 0.472]],
  "lowdin_charge": [0.06, 0.00, -0.02, 0.03, -0.40, -0.38, 0.05, 0.10, 0.05, 0.10, 0.03, 0.07, 0.11, 0.06, 0.06, 0.07],
  "smiles": "[H]/N=C/N.NCN",
  "e_lumo_ev": 0.92
}

***

# 5
{
  "formula": "C2H10N4O",
  "method": "ωB97M-V with the def2-TZVPD basis set",
  "symbols": ["O", "N", "N", "N", "N", "C", "C", "H", "H", "H", "H", "H", "H", "H", "H", "H", "H"],
  "coordinates": [[1.8554, -0.3942, -1.7070], [1.2683, -2.0102, -0.4195], [1.2800, -1.4718, -1.6104], [0.2451, 1.3300, -0.1036], [0.9929, 0.5882, 0.9190], [-0.9813, 0.6339, -0.4731], [-1.8908, 0.4226, 0.7294], [-2.0801, 1.3747, 1.2216], [-2.8387, 0.0007, 0.4052], [-1.4318, -0.2571, 1.4427], [0.8450, 1.3532, -0.9279], [1.9691, 0.8384, 0.7860], [0.7084, 0.9876, 1.8131], [-0.7970, -0.3360, -0.9611], [-1.4743, 1.2836, -1.2011], [1.5846, -1.4781, 0.3951], [0.7450, -2.8656, -0.3085]],
  "atomic_forces_ev_per_a": [[-0.132, -0.751, 0.280], [0.326, -0.065, 0.393], [0.130, 0.204, -0.455], [0.213, 0.213, 0.138], [-0.193, 0.032, -0.055], [-0.060, -0.212, 0.070], [0.151, 0.176, -0.273], [-0.064, 0.064, 0.089], [-0.098, -0.059, 0.041], [-0.008, -0.081, 0.082], [-0.128, -0.052, 0.336], [-0.126, 0.094, 0.054], [0.197, 0.047, -0.235], [-0.028, 0.151, 0.061], [0.002, -0.080, 0.002], [-0.240, 0.153, -0.286], [0.058, 0.165, -0.244]],
  "lowdin_charge": [-0.11, 0.07, -0.16, -0.13, -0.03, -0.31, -0.11, 0.07, 0.07, 0.06, 0.07, 0.07, 0.07, 0.08, 0.11, 0.09, 0.11],
  "smiles": "CCNN.NN=O",
  "e_lumo_ev": 1.02
}

***

# 6
{
  "formula": "C2H10N4O",
  "method": "ωB97M-V with the def2-TZVPD basis set",
  "symbols": ["O", "N", "N", "N", "N", "C", "C", "H", "H", "H", "H", "H", "H", "H", "H", "H", "H"],
  "coordinates": [[0.0690, -2.6150, -1.3908], [-1.2404, -1.8910, 0.3179], [-0.7336, 2.7694, -0.4974], [0.8539, 0.8630, -0.1272], [1.0339, -2.3409, 0.6377], [-0.0414, -2.2765, -0.2292], [-0.3061, 1.6327, 0.3223], [0.8453, 0.7470, -1.1352], [1.7091, 1.3619, 0.0997], [1.8966, -2.5167, 0.1284], [-0.0087, 3.4888, -0.4414], [-1.1812, -1.1010, 0.9511], [-0.7323, 2.4606, -1.4719], [-0.1101, 1.9990, 1.3304], [1.0868, -1.7327, 1.4444], [-1.9826, -1.8059, -0.3660], [-1.1582, 0.9574, 0.4272]],
  "atomic_forces_ev_per_a": [[0.352, -0.014, 0.193], [0.262, 0.578, 0.135], [2.110, -1.050, -0.474], [0.005, 1.389, -0.572], [0.486, 0.814, -0.584], [-1.017, -0.264, -0.458], [-1.596, -0.279, 1.559], [-0.007, -0.664, -0.214], [0.339, -0.269, 0.171], [0.030, -0.127, 0.380], [-0.380, 0.238, -0.011], [-0.246, -0.431, 0.165], [-0.639, 0.370, -0.062], [0.135, -0.023, -0.089], [-0.024, -0.236, 0.092], [0.089, -0.086, 0.071], [0.100, 0.054, -0.303]],
  "lowdin_charge": [0.12, 0.17, 0.12, 0.17, 0.25, -0.65, -0.31, 0.11, 0.12, 0.14, 0.11, 0.08, 0.10, 0.13, 0.11, 0.12, 0.10],
  "total_charge": 1,
  "s_squared": 0.76,
  "multiplicity": 2,
  "e_lumo_ev": [-3.33, -9.50]
}

***

# 7
{
  "formula": "C2H10N4O2S",
  "method": "ωB97M-V with the def2-TZVPD basis set",
  "symbols": ["S", "O", "O", "N", "N", "N", "N", "C", "C", "H", "H", "H", "H", "H", "H", "H", "H", "H", "H"],
  "coordinates": [[0.0359, 0.1561, 1.0701], [1.0853, 0.3424, -0.1922], [-1.3419, -0.0548, 0.4755], [-1.0947, 2.5364, 0.6334], [0.9650, -2.0697, -1.2212], [1.3344, 2.6213, 0.9165], [-1.3153, -2.5396, -0.9165], [0.0554, 2.0961, 1.2784], [-0.0500, -2.8029, -1.3754], [-1.3442, 2.0462, -0.2068], [-1.9840, 2.3556, 1.1932], [-1.9072, -3.2360, -1.3248], [1.7247, 2.4663, -0.0076], [-0.0294, 2.2184, 2.3671], [1.9352, -2.5146, -1.4975], [2.0714, 2.3534, 1.6104], [1.2106, -0.4796, -0.6644], [-1.4239, -1.7352, -0.3700], [0.0727, -3.7599, -1.7682]],
  "atomic_forces_ev_per_a": [[-0.194, 0.093, -1.841], [-0.582, 1.585, 1.413], [1.091, -0.263, 0.676], [-2.537, 0.977, 0.725], [3.528, 0.130, -0.317], [0.942, 0.548, 1.111], [2.790, -2.336, -2.299], [0.909, -0.959, 1.067], [-0.644, 0.522, 1.280], [0.594, -0.268, -0.656], [1.963, 0.486, -0.557], [-1.199, 0.612, 0.725], [-0.733, -0.296, 0.156], [-0.137, 0.091, -0.335], [-2.958, 0.817, 0.438], [-1.171, 0.364, -0.908], [-0.296, -1.945, -0.549], [-1.233, 1.599, 0.905], [-0.134, -1.758, -1.034]],
  "lowdin_charge": [0.95, -0.37, -0.56, 0.02, 0.03, 0.01, 0.13, -0.59, -0.35, 0.06, 0.12, 0.09, 0.07, 0.12, 0.12, 0.10, -0.05, 0.01, 0.09],
  "e_lumo_ev": 0.77
}

***

# 8
{
  "formula": "C2H10N8",
  "method": "ωB97M-V with the def2-TZVPD basis set",
  "symbols": ["N", "N", "N", "N", "N", "N", "N", "N", "C", "C", "H", "H", "H", "H", "H", "H", "H", "H", "H", "H"],
  "coordinates": [[-1.5328, -0.7976, 1.0448], [0.4099, 1.9273, 0.8338], [0.7019, -0.3177, 1.2749], [1.6165, -1.1322, 1.6065], [2.3518, 0.6860, -2.1228], [-2.6146, -0.1998, 1.3779], [-1.1743, -0.2856, -1.9993], [0.0301, 0.2138, -1.9224], [1.1694, 0.2522, -2.1930], [0.4291, 0.8692, 1.3372], [-1.2399, -1.2112, -2.4088], [2.9483, 0.5125, -1.2314], [-1.3744, -1.4834, 1.7205], [1.9911, -1.3104, 2.5474], [-2.7858, 0.7888, 0.9893], [1.5559, -2.0020, 1.0225], [-1.9877, 0.3282, -1.8927], [-0.1469, 2.7732, 0.7999], [2.8023, 0.8963, -2.9862], [-3.1499, -0.5073, 2.2021]],
  "atomic_forces_ev_per_a": [[-1.602, 2.227, -1.581], [-1.112, 3.765, -1.234], [-2.558, 1.310, -0.019], [2.988, -4.400, 0.197], [2.739, -0.861, 2.178], [0.589, 1.504, 0.123], [0.000, -0.499, 0.177], [-0.880, -0.173, -1.032], [-1.902, 0.840, 1.177], [1.209, -2.022, -0.036], [-0.327, 0.259, 0.099], [-1.212, 0.392, -2.178], [0.328, -2.217, 1.292], [-0.566, 0.627, -0.291], [-0.079, -2.260, 0.393], [0.277, 1.061, 1.126], [0.889, -0.299, -0.306], [0.284, -0.152, 0.634], [0.789, 0.386, -0.530], [0.148, 0.514, -0.190]],
  "lowdin_charge": [0.11, 0.24, -0.07, 0.07, 0.23, 0.11, 0.11, 0.09, -0.09, -0.27, 0.15, 0.21, 0.08, 0.15, 0.18, 0.15, 0.14, 0.11, 0.14, 0.16],
  "total_charge": 2,
  "e_lumo_ev": [-8.31, -9.13]
}

***

# 9
{
  "formula": "C2H10NO",
  "method": "ωB97M-V with the def2-TZVPD basis set",
  "symbols": ["O", "N", "C", "C", "H", "H", "H", "H", "H", "H", "H", "H", "H", "H"],
  "coordinates": [[-2.0381, 2.8367, 0.1357], [0.0626, 0.2595, -0.4860], [1.3916, -1.6440, 0.1286], [0.0526, -1.1759, 0.1154], [1.0197, 0.4970, -0.9191], [-1.3495, 3.3502, 0.5960], [-0.4155, -1.1513, 1.1068], [-0.5537, -1.8502, -0.4198], [2.1918, -0.9524, -0.4040], [-0.5373, 0.2737, -1.2772], [1.5254, -2.6505, -0.3018], [1.5738, -1.9324, 1.2090], [-0.0300, 0.9834, 0.2277], [-2.8935, 3.1561, 0.2886]],
  "atomic_forces_ev_per_a": [[2.498, -1.074, -0.515], [1.810, -1.919, 0.382], [5.114, -1.929, 1.007], [-2.183, 2.391, 0.121], [-0.606, -0.321, 0.297], [-0.813, -0.078, -0.157], [0.248, 0.536, -0.269], [-1.068, -0.097, -1.222], [-1.565, -1.593, 1.741], [-1.631, 0.780, -1.068], [-0.272, 0.434, -0.506], [0.968, 0.970, -0.982], [-0.846, 0.812, 0.520], [-1.655, 1.089, 0.651]],
  "lowdin_charge": [-0.13, 0.06, -0.20, -0.32, 0.04, 0.02, 0.11, 0.09, 0.10, 0.04, 0.07, 0.09, 0.04, -0.01],
  "s_squared": 0.75,
  "multiplicity": 2,
  "e_lumo_ev": [1.10, 0.74]
}

***

# 10
{
  "formula": "C2H10NO",
  "method": "ωB97M-V with the def2-TZVPD basis set",
  "symbols": ["O", "N", "C", "C", "H", "H", "H", "H", "H", "H", "H", "H", "H", "H"],
  "coordinates": [[-0.5177, -0.4758, 0.0570], [1.8184, -0.3196, -0.7940], [2.0954, 0.4133, 0.4011], [-3.0521, 0.4203, 0.3316], [1.8955, 1.5012, 0.3072], [0.8078, -0.6342, -0.8307], [-3.3472, 1.4353, 0.5907], [-3.5505, 0.1481, -0.6016], [-0.8370, -1.4131, 0.0767], [-3.2929, -0.2458, 1.1552], [1.4183, 0.0638, 1.1694], [2.3172, 0.0534, -1.6063], [3.1604, 0.4044, 0.6587], [-1.9569, 0.2959, 0.0834]],
  "atomic_forces_ev_per_a": [[-0.581, 0.430, -0.732], [0.698, 0.951, 1.159], [-0.344, -0.367, -0.180], [-1.459, -0.226, 0.078], [-0.162, 0.003, -0.242], [-0.006, -0.549, -0.102], [0.712, 0.150, 0.020], [0.109, -0.239, 0.095], [0.135, 0.413, 0.052], [0.019, -0.126, -0.115], [0.215, -0.114, 0.349], [-0.600, -0.135, -0.215], [0.126, -0.203, -0.207], [1.137, 0.011, 0.038]],
  "lowdin_charge": [-0.04, 0.19, -0.07, 0.05, 0.15, 0.08, 0.06, 0.06, 0.10, 0.05, 0.09, 0.15, 0.13, 0.02],
  "total_charge": 1,
  "e_lumo_ev": -10.03
}

***

# 11
{
  "formula": "C2H10NO",
  "method": "ωB97M-V with the def2-TZVPD basis set",
  "symbols": ["O", "N", "C", "C", "H", "H", "H", "H", "H", "H", "H", "H", "H", "H"],
  "coordinates": [[-0.1882, -0.5629, -1.3053], [0.7613, 0.8563, 1.0217], [-1.1273, -0.4374, -2.4345], [0.4705, 0.1294, 2.3207], [-0.1232, -1.4619, -1.0215], [-0.5699, -0.1643, 2.3547], [-2.1547, -0.5148, -2.1387], [0.8805, 0.6756, 3.1665], [0.0303, 1.2353, 0.4028], [-0.7552, 0.4726, -2.8883], [1.0011, 0.1705, 0.2893], [1.4734, 1.5751, 1.1246], [1.1303, -0.7336, 2.2296], [-0.8290, -1.2399, -3.1216]],
  "atomic_forces_ev_per_a": [[-0.436, 1.076, 0.340], [-0.255, -0.189, -1.331], [2.605, -0.890, -0.034], [0.940, -0.359, -0.768], [-0.189, -1.011, -0.026], [-0.020, 0.167, 0.269], [-0.412, 0.323, 0.128], [-0.655, 0.386, -0.085], [-0.768, 0.479, 1.236], [-0.880, 0.355, -0.166], [0.868, -0.077, 0.296], [0.206, -0.131, -0.111], [-0.419, -0.278, 0.268], [-0.587, 0.149, -0.017]],
  "lowdin_charge": [-0.17, 0.13, -0.06, 0.02, 0.06, 0.10, 0.08, 0.10, 0.16, 0.09, 0.13, 0.17, 0.10, 0.09],
  "total_charge": 1,
  "e_lumo_ev": -3.56
}

***

# 12
{
  "formula": "C2H10NO",
  "method": "ωB97M-V with the def2-TZVPD basis set",
  "symbols": ["O", "N", "C", "C", "H", "H", "H", "H", "H", "H", "H", "H", "H", "H"],
  "coordinates": [[0.7778, 0.8883, 0.3035], [-1.1961, -0.9109, -0.1565], [-0.8098, -1.0397, -1.5973], [1.4727, 1.2717, 1.5238], [-1.1183, -1.8015, 0.3297], [-0.5812, -0.2441, 0.3718], [0.8835, 0.8239, 2.3071], [-0.3956, -0.0925, -1.9341], [-0.0549, -1.7930, -1.6367], [2.5123, 1.0287, 1.4185], [-1.6990, -1.2255, -2.1761], [-2.1377, -0.5507, 0.0176], [1.2453, 2.3255, 1.7209], [1.1008, 1.3199, -0.4923]],
  "atomic_forces_ev_per_a": [[-0.361, -0.465, 0.174], [-0.171, 0.389, 1.111], [-0.228, 1.048, 0.404], [-1.623, 1.131, -0.899], [-0.174, -0.165, -0.076], [0.432, -0.032, -0.797], [0.531, -0.892, 0.383], [0.008, -0.021, 0.129], [0.267, -0.550, -0.376], [0.373, -0.112, 0.549], [-0.078, -0.486, -0.186], [-0.055, -0.217, -0.412], [0.763, 0.098, -0.311], [0.315, 0.274, 0.307]],
  "lowdin_charge": [-0.17, 0.13, 0.00, -0.06, 0.17, 0.12, 0.08, 0.09, 0.10, 0.09, 0.10, 0.17, 0.09, 0.10],
  "total_charge": 1,
  "e_lumo_ev": -3.48
}

***

In the order shown, the computed energy values come out to -1061.22518 -772.06271 -301.19653 -301.19004 -376.34664 -376.14453 -849.85047 -519.36562 -212.02254 -211.67083 -211.90852 -211.92523 hartree.